ORCA calculation (ωB97M-V with the def2-TZVPD basis set) on a cluster of 10 separate species, C12H44O10 in total in a non-equilibrium geometry.

Output
* largest force on an atom: 0.0709 Eh/bohr
* Kohn-Sham gap: 9.52 eV
* multiplicity: 1
* SMILES: CC(C)O.CC(C)O.CC(C)O.CC(C)O.O.O.O.O.O.O

Last column: Löwdin charge in e.
Positions of all 66 atoms, in Å:
O 1.846 0.375 -0.364  -0.07
O 1.209 0.803 -3.030  -0.04
O 0.882 3.179 0.071  -0.06
O -0.493 2.847 -2.557  -0.06
O -3.963 -0.643 -2.054  -0.06
O 2.867 -0.236 5.671  -0.05
O 5.066 -2.494 0.131  -0.03
O 4.617 2.087 -1.226  -0.06
O 4.538 0.136 0.631  -0.03
O -3.057 1.996 -2.047  -0.09
C -2.949 2.639 0.200  -0.04
C -3.218 -1.805 -2.378  -0.46
C 1.124 -0.752 0.085  -0.43
C 1.327 -1.971 -0.897  -0.03
C -3.774 2.729 -1.069  -0.49
C 2.028 -2.294 6.215  -0.06
C -0.344 -0.310 0.310  -0.04
C 2.494 -1.398 5.077  -0.52
C -3.876 4.132 -1.601  -0.05
C -4.230 -2.948 -2.387  -0.06
C 1.392 -1.012 4.057  -0.05
C -2.453 -1.559 -3.721  -0.03
H -3.268 1.060 -1.994  0.04
H -0.062 2.031 -2.811  -0.02
H 4.670 1.458 -0.506  -0.04
H -1.750 -0.726 -3.714  0.07
H -4.629 -3.140 -1.391  0.08
H 2.041 1.158 -3.344  0.06
H -1.890 -2.428 -4.063  0.08
H -2.063 3.270 0.281  0.08
H -1.400 2.595 -2.384  -0.01
H 6.021 -2.468 0.077  0.06
H -3.213 -1.374 -4.481  0.08
H -1.072 -1.101 0.491  0.08
H -4.534 4.730 -0.971  0.09
H 0.519 3.024 -0.801  -0.02
H 1.242 -1.917 3.468  0.07
H -0.732 0.239 -0.547  0.07
H 1.244 2.333 0.334  -0.01
H -2.660 1.593 0.302  0.06
H 4.578 -0.820 0.613  0.01
H 4.835 -3.387 -0.124  0.06
H 4.651 0.363 1.554  0.08
H 5.057 2.869 -0.894  0.03
H -2.413 -2.039 -1.682  0.12
H -3.558 2.912 1.062  0.08
H 0.914 -2.859 -0.419  0.07
H 1.280 -1.749 6.791  0.08
H 2.841 -2.607 6.870  0.08
H 0.793 -1.989 -1.847  0.07
H -4.350 4.085 -2.581  0.08
H 1.336 0.688 -2.089  0.00
H 3.402 -1.851 4.680  0.14
H -3.788 -3.840 -2.832  0.08
H 1.382 -1.083 1.091  0.10
H -2.825 4.412 -1.681  0.09
H 2.378 -2.257 -0.948  0.06
H -4.493 -0.832 -1.275  0.10
H 2.753 0.177 -0.121  0.05
H 1.843 -0.395 3.279  0.06
H -5.095 -2.765 -3.025  0.08
H -0.388 0.315 1.202  0.08
H -4.777 2.309 -1.004  0.14
H 2.118 0.321 5.894  0.10
H 0.469 -0.566 4.426  0.09
H 1.558 -3.252 5.994  0.07

ORCA calculation (ωB97M-V with the def2-TZVPD basis set) on a structure of composition C12H44O14Ti in a non-equilibrium geometry.

Output
* largest force on an atom: 0.0268 Eh/bohr
* Kohn-Sham gap (spin up / spin down): 4.30 / 9.14 eV
* multiplicity: 4
* <S²>: 3.7515
* total charge: -1

Last column: Löwdin charge in e.
Positions of all 71 atoms, in Å:
Ti -26.977 -6.120 16.437  0.76
O -23.859 -6.578 16.196  -0.15
O -25.494 -4.954 17.809  -0.18
O -26.290 -3.770 16.135  -0.15
O -25.590 -2.724 18.011  -0.05
O -25.379 -2.653 20.909  -0.13
O -25.143 -2.716 13.913  -0.16
O -28.301 -2.079 15.055  -0.13
O -27.160 -6.711 18.949  -0.21
O -29.292 -5.833 16.114  -0.22
O -25.153 0.096 18.304  -0.13
O -22.733 -2.520 17.553  -0.11
O -23.627 -5.469 19.929  -0.13
O -26.820 -5.559 14.100  -0.22
O -28.226 -2.167 19.006  -0.13
C -28.550 -3.071 20.047  -0.16
C -28.572 -2.421 13.711  -0.17
C -26.358 -5.601 12.757  -0.13
C -25.099 -1.287 13.905  -0.13
C -25.739 -3.768 17.314  -0.76
C -29.740 -4.592 16.727  -0.09
C -26.357 0.613 17.757  -0.16
C -22.346 -3.012 16.296  -0.16
C -26.363 -7.821 19.388  -0.14
C -23.531 -6.212 14.875  -0.16
C -24.080 -2.124 21.063  -0.16
C -22.456 -5.693 19.155  -0.15
H -30.198 -3.939 15.984  0.08
H -28.083 -2.782 20.996  0.07
H -26.519 -5.976 18.854  0.02
H -25.587 -4.841 12.590  0.08
H -23.063 -3.740 15.897  0.06
H -25.971 -7.635 20.388  0.08
H -26.543 0.217 16.754  0.06
H -24.076 -0.913 13.974  0.07
H -23.860 -1.359 20.314  0.07
H -24.313 -5.120 19.343  0.03
H -24.165 -5.402 14.513  0.06
H -23.589 -7.101 14.249  0.08
H -27.018 -8.693 19.452  0.07
H -27.225 0.397 18.389  0.07
H -25.878 -6.565 12.587  0.08
H -25.505 -2.779 19.957  0.03
H -21.378 -3.508 16.378  0.08
H -25.682 -0.878 14.734  0.07
H -29.182 -3.337 13.632  0.07
H -25.566 -0.926 12.984  0.07
H -29.152 -1.610 13.272  0.08
H -23.323 -2.915 20.998  0.07
H -22.270 -2.205 15.555  0.07
H -25.487 -2.981 14.786  0.01
H -27.598 -2.671 15.378  0.03
H -22.593 -6.524 18.455  0.07
H -24.335 -5.856 16.640  0.02
H -25.560 -8.037 18.683  0.07
H -22.158 -4.802 18.596  0.06
H -27.652 -2.594 13.141  0.07
H -23.693 -2.613 17.640  0.03
H -21.660 -5.946 19.856  0.07
H -30.432 -4.808 17.541  0.09
H -24.014 -1.670 22.054  0.07
H -27.311 -2.346 18.735  0.03
H -26.262 1.700 17.695  0.07
H -29.631 -3.033 20.192  0.07
H -22.499 -5.831 14.818  0.08
H -28.869 -4.072 17.118  0.06
H -25.172 -0.858 18.146  0.02
H -28.238 -4.095 19.815  0.07
H -30.071 -6.322 15.836  0.09
H -27.166 -5.432 12.045  0.08
H -26.659 -4.666 14.441  0.03

ORCA calculation (ωB97M-V with the def2-TZVPD basis set) on a cluster of 10 separate species, C12H44O16 in total in a non-equilibrium geometry.

Output
* largest force on an atom: 0.0538 Eh/bohr
* Kohn-Sham gap: 9.11 eV
* multiplicity: 1
* SMILES: OCCO.OCCO.OCCO.OCCO.OCCO.OCCO.O.O.O.O

Last column: Löwdin charge in e.
Positions of all 72 atoms, in Å:
O 2.683 -1.137 -1.785  -0.05
O 0.167 -1.064 3.505  -0.08
O 3.259 -4.230 1.740  -0.07
O 0.697 -3.771 -2.987  -0.08
O -1.609 4.476 -0.403  -0.04
O 2.030 1.379 -3.166  -0.05
O -1.975 0.713 2.829  -0.06
O 0.699 2.088 1.115  -0.09
O 0.546 -0.287 -0.441  -0.02
O -1.849 -1.957 -5.286  -0.04
O 1.212 4.876 1.445  -0.08
O -3.510 -1.246 0.871  -0.04
O 2.746 -1.711 3.139  -0.05
O -2.650 0.012 -3.182  -0.10
O -0.732 -2.139 1.169  -0.11
O -0.196 2.778 -1.838  -0.11
C -2.049 3.124 -0.347  -0.22
C -1.263 0.829 4.040  -0.21
C -1.551 2.364 -1.551  -0.20
C 1.890 2.696 1.545  -0.25
C -1.129 -1.587 -4.124  -0.24
C -1.376 -0.110 -3.834  -0.21
C -1.670 -2.761 0.299  -0.20
C 1.698 3.936 2.430  -0.18
C 2.526 -3.125 1.196  -0.21
C 3.038 -1.807 1.813  -0.28
C -2.820 -1.832 -0.197  -0.24
C -0.840 -0.615 4.393  -0.20
H 1.336 -0.746 -0.712  -0.01
H -3.101 2.944 -0.333  0.12
H 1.217 5.792 1.737  0.09
H -0.975 4.685 0.272  0.06
H -2.847 -0.839 1.429  0.04
H -3.447 -2.534 -0.703  0.11
H -2.605 -2.448 -5.022  0.07
H -2.393 -1.124 -0.901  0.09
H -1.990 -3.677 0.777  0.12
H 2.017 1.496 -4.110  0.04
H -0.308 -0.537 5.347  0.12
H -1.454 -2.210 -3.245  0.13
H -0.159 3.740 -2.010  0.11
H 0.948 3.661 3.160  0.11
H 1.449 -3.235 1.397  0.11
H -1.487 1.312 -1.273  0.10
H 4.137 -1.806 1.803  0.13
H 1.263 -2.990 -2.802  0.02
H 1.175 1.697 -2.800  0.02
H 2.316 -0.441 -2.360  0.02
H 2.417 1.901 2.112  0.13
H -0.233 -1.370 2.690  0.04
H -1.693 -1.294 4.454  0.13
H -2.180 2.455 -2.466  0.13
H -0.315 -1.471 0.608  0.04
H 1.849 -1.430 3.267  0.02
H -1.956 1.259 4.788  0.12
H -0.621 0.294 -3.144  0.09
H 2.694 4.181 2.802  0.12
H -0.071 -1.738 -4.324  0.10
H 0.983 -4.127 -3.844  0.05
H 2.582 2.871 0.710  0.13
H -0.352 1.388 3.962  0.10
H -3.343 -0.416 -3.679  0.08
H -1.155 -3.128 -0.627  0.12
H 2.753 -3.154 0.120  0.11
H -1.445 0.563 -4.680  0.12
H 0.863 0.397 0.128  0.01
H -1.847 1.400 2.189  0.05
H -1.641 2.701 0.580  0.10
H 2.603 -0.955 1.283  0.10
H 0.404 2.533 0.288  0.07
H 3.627 -1.054 -1.898  0.07
H 3.014 -4.434 2.639  0.07

ORCA calculation (ωB97M-V with the def2-TZVPD basis set) on a structure of composition C12H45CaN18O11 in a non-equilibrium geometry.

Output
* largest force on an atom: 0.1486 Eh/bohr
* Kohn-Sham gap: 3.20 eV
* multiplicity: 1
* total charge: +1

Last column: Löwdin charge in e.
Positions of all 87 atoms, in Å:
Ca -18.654 12.380 -4.072  1.52
O -21.053 8.752 -4.706  -0.03
O -24.813 9.669 4.627  -0.14
O -16.279 9.064 -3.057  -0.01
O -22.553 14.239 -5.283  -0.02
O -17.173 8.134 4.676  0.03
O -17.398 15.586 7.656  0.04
O -22.779 11.786 8.698  -0.01
O -20.562 12.378 0.023  -0.30
O -17.625 19.905 2.239  0.02
O -23.975 17.647 3.903  -0.01
O -18.321 16.513 -4.531  0.01
N -21.545 13.604 9.364  0.16
N -25.980 17.632 5.008  0.16
N -19.231 18.409 2.277  0.17
N -15.301 7.710 3.591  0.15
N -15.521 9.644 4.447  0.16
N -16.479 8.449 -0.884  0.17
N -16.314 15.538 5.735  0.16
N -19.380 19.987 3.624  0.16
N -24.098 15.780 -6.077  0.17
N -24.144 15.024 -4.100  0.16
N -15.189 7.425 -2.020  0.15
N -21.509 6.542 -4.391  0.16
N -20.584 12.029 8.202  0.14
N -22.086 7.909 -2.883  0.16
N -19.439 17.794 -3.076  0.18
N -25.786 16.505 3.220  0.15
N -15.296 14.841 7.416  0.15
N -18.044 18.697 -4.351  0.16
C -24.429 8.315 4.466  -0.16
C -21.493 7.801 -4.045  -0.76
C -25.170 17.314 4.036  -0.76
C -21.364 12.744 1.088  -0.48
C -21.716 12.427 8.780  -0.73
C -20.530 12.568 2.343  -0.12
C -23.546 14.956 -5.214  -0.80
C -18.719 19.506 2.623  -0.83
C -18.617 17.559 -4.027  -0.82
C -16.034 8.398 -2.061  -0.81
C -16.083 8.493 4.250  -0.80
C -16.403 15.440 6.996  -0.81
H -19.929 17.040 -2.616  0.13
H -17.233 18.599 -4.945  0.12
H -15.202 14.628 8.398  0.12
H -20.063 18.185 2.804  0.12
H -15.510 6.723 3.559  0.13
H -25.217 16.007 2.550  0.12
H -21.623 13.802 1.125  0.09
H -16.019 10.477 4.727  0.12
H -20.134 11.583 2.593  0.06
H -17.137 9.180 -0.656  0.14
H -14.544 14.800 6.742  0.10
H -19.567 18.771 -2.854  0.12
H -25.016 16.121 -5.832  0.12
H -25.285 7.789 4.891  0.07
H -23.819 14.460 -3.328  0.13
H -19.609 13.142 2.235  0.06
H -20.710 13.975 8.934  0.10
H -15.227 6.848 -1.192  0.11
H -20.294 19.703 3.944  0.12
H -23.434 8.166 4.885  0.08
H -24.361 10.083 5.366  0.07
H -22.343 12.268 1.142  0.09
H -16.963 16.022 5.131  0.13
H -19.746 12.591 8.250  0.10
H -21.862 5.811 -3.790  0.11
H -19.052 20.894 3.923  0.12
H -14.553 9.745 4.176  0.10
H -24.623 15.897 -3.936  0.12
H -26.753 16.281 3.407  0.11
H -20.958 12.958 3.266  0.07
H -21.203 6.205 -5.293  0.12
H -22.022 8.813 -2.437  0.12
H -18.209 19.534 -3.811  0.11
H -16.191 7.703 -0.266  0.12
H -23.784 15.680 -7.032  0.12
H -25.522 18.184 5.719  0.12
H -15.403 15.342 5.347  0.11
H -22.339 14.054 9.797  0.12
H -14.391 8.088 3.367  0.11
H -20.529 11.060 7.923  0.12
H -26.843 17.134 5.174  0.11
H -18.690 17.735 1.754  0.13
H -24.470 7.999 3.424  0.07
H -14.627 7.162 -2.817  0.13
H -22.251 7.111 -2.286  0.11

ORCA calculation (ωB97M-V with the def2-TZVPD basis set) on a cluster of 11 separate species, C12H46O17 in total in a non-equilibrium geometry.

Output
* largest force on an atom: 0.0780 Eh/bohr
* Kohn-Sham gap: 9.27 eV
* multiplicity: 1
* SMILES: OCCO.OCCO.OCCO.OCCO.OCCO.OCCO.O.O.O.O.O

Last column: Löwdin charge in e.
Positions of all 75 atoms, in Å:
O 2.398 1.522 -1.635  -0.07
O 1.624 2.682 3.387  -0.06
O -1.507 -4.599 0.675  -0.03
O 0.408 -0.533 -0.300  -0.04
O -2.200 -1.968 0.725  -0.11
O -1.351 1.724 -5.776  -0.04
O 3.537 0.991 3.107  -0.05
O 1.361 -1.008 -3.096  -0.07
O 2.535 5.050 -1.240  -0.08
O 2.844 -1.972 -0.483  -0.08
O -0.725 0.156 2.118  -0.09
O -5.586 -3.047 0.009  -0.07
O -0.609 0.840 -2.400  -0.10
O 1.594 -3.651 2.365  -0.04
O -2.616 2.246 4.305  0.00
O 0.143 -3.308 -2.105  -0.02
O -3.184 0.183 -0.807  -0.02
C 2.759 -2.347 0.872  -0.24
C 1.628 -3.375 1.025  -0.27
C -1.124 1.576 -3.387  -0.27
C -4.180 -2.905 -0.099  -0.23
C -1.810 1.207 3.830  -0.26
C -3.516 -2.211 1.066  -0.27
C -1.381 1.370 2.401  -0.22
C 2.761 1.115 1.962  -0.26
C -0.494 1.275 -4.759  -0.22
C 2.129 2.475 2.070  -0.24
C 1.896 2.868 -1.710  -0.24
C 3.046 3.761 -1.434  -0.25
H -2.955 -0.645 -0.372  -0.02
H 1.880 -4.263 0.376  0.15
H -0.190 -1.312 -0.352  0.06
H -1.591 -3.920 0.000  0.01
H -0.850 1.069 4.439  0.15
H -2.366 0.291 3.936  0.12
H 2.348 -4.182 2.494  0.07
H 0.758 -0.266 -2.861  0.00
H -0.085 -0.068 2.779  0.09
H 1.937 -1.663 -0.632  0.02
H 3.029 1.289 3.895  0.10
H -3.573 0.618 -0.055  0.03
H 1.422 2.717 1.239  0.12
H 1.992 5.302 -2.042  0.12
H -1.848 -1.324 1.372  0.08
H 1.082 3.031 -1.085  0.09
H 2.150 3.367 3.787  0.09
H 2.612 -1.412 1.467  0.10
H 2.890 3.170 1.890  0.10
H -3.921 -1.220 1.273  0.12
H 0.363 -4.023 -2.682  0.04
H -0.774 2.188 -6.360  0.07
H 0.386 1.886 -4.947  0.11
H 3.275 1.174 1.024  0.12
H -1.458 -4.284 1.542  0.00
H 3.627 3.523 -0.533  0.13
H -0.222 0.186 -4.829  0.13
H -3.846 -3.961 -0.088  0.12
H 3.687 3.831 -2.292  0.12
H 2.252 -0.596 -3.012  0.07
H -0.802 2.562 -3.109  0.11
H 0.614 -2.963 0.794  0.10
H -2.252 1.578 1.817  0.11
H 1.656 0.925 -1.643  0.02
H -2.231 3.066 4.330  0.05
H 3.725 -2.692 1.146  0.11
H -0.760 2.349 2.254  0.15
H 1.370 2.873 -2.708  0.13
H 1.952 0.332 1.981  0.10
H -1.004 1.206 -1.582  0.11
H 0.748 -2.619 -2.267  -0.04
H -3.613 -2.754 1.985  0.12
H -2.148 1.409 -3.418  0.11
H -4.033 -2.448 -1.148  0.16
H -5.812 -3.239 0.932  0.09
H 0.200 -0.204 0.581  0.01

ORCA calculation (ωB97M-V with the def2-TZVPD basis set) on a cluster of 12 separate species, C12H48N24O12 in total in a non-equilibrium geometry.

Output
* largest force on an atom: 0.1860 Eh/bohr
* Kohn-Sham gap: 7.82 eV
* multiplicity: 1
* SMILES: NC(N)=O.NC(N)=O.NC(N)=O.NC(N)=O.NC(N)=O.NC(N)=O.NC(N)=O.NC(N)=O.NC(N)=O.NC(N)=O.NC(N)=O.NC(N)=O

Last column: Löwdin charge in e.
Positions of all 96 atoms, in Å:
O 8.705 1.840 4.335  0.09
O 11.868 -1.513 -1.450  0.03
O 9.115 -3.089 -3.352  0.04
O 5.950 0.144 -3.042  0.00
O 10.273 -4.553 1.843  0.04
O 9.566 -0.495 -0.044  0.05
O 9.447 -0.418 -6.294  0.02
O 3.383 -3.005 -0.343  0.06
O 7.770 -5.076 -0.459  0.04
O 4.214 4.231 -2.382  0.01
O 12.225 3.153 -0.447  0.00
O 4.025 1.889 0.885  -0.05
N 4.258 -0.990 -0.630  0.20
N 8.385 -0.875 -1.871  0.19
N 4.397 2.077 -1.801  0.17
N 10.123 0.377 -4.339  0.19
N 12.951 1.130 0.045  0.19
N 2.254 -1.173 0.130  0.17
N 4.321 2.691 -3.978  0.16
N 8.793 -4.997 -4.371  0.19
N 11.252 -2.655 1.146  0.15
N 10.131 -3.681 -0.153  0.19
N 7.547 0.395 -0.342  0.20
N 6.517 -3.723 -1.583  0.19
N 8.688 1.564 -5.514  0.18
N 5.585 -4.912 -0.100  0.19
N 8.857 2.494 2.284  0.15
N 11.628 1.454 -1.751  0.17
N 6.574 -1.631 -4.186  0.20
N 13.792 -1.647 -2.466  0.21
N 9.192 -3.265 -5.545  0.20
N 4.701 -0.824 -4.695  0.19
N 9.691 0.689 2.706  0.19
N 4.880 0.780 2.728  0.18
N 12.022 -2.409 -3.418  0.19
N 5.901 2.473 2.071  0.18
C 12.237 1.942 -0.671  -0.76
C 8.987 1.637 3.213  -0.88
C 9.047 -3.707 -4.331  -0.82
C 4.311 3.055 -2.699  -0.74
C 4.865 1.763 1.849  -0.68
C 3.301 -1.827 -0.259  -0.79
C 9.381 0.442 -5.448  -0.74
C 5.745 -0.684 -3.910  -0.73
C 10.517 -3.702 1.020  -0.85
C 12.541 -1.799 -2.366  -0.79
C 6.683 -4.596 -0.674  -0.82
C 8.574 -0.369 -0.691  -0.75
H 10.650 -0.483 -4.305  0.09
H 2.390 -0.470 0.842  0.10
H 10.092 -0.014 3.311  0.13
H 5.727 -5.705 0.508  0.13
H 11.676 -2.370 2.017  0.11
H 12.611 -2.746 -4.166  0.12
H 9.396 -2.294 -5.733  0.07
H 10.313 1.111 -3.672  0.08
H 8.859 2.320 -4.866  0.12
H 7.385 -3.444 -2.017  0.07
H 4.806 -4.280 0.028  0.07
H 9.145 -3.894 -6.334  0.12
H 4.329 2.221 -0.804  0.04
H 5.069 -1.157 -1.209  0.08
H 5.638 0.680 3.389  0.12
H 7.531 -0.773 -2.399  0.05
H 11.073 2.075 -2.322  0.10
H 6.638 2.255 2.726  0.08
H 13.443 1.540 0.826  0.13
H 1.533 -1.852 0.327  0.12
H 3.925 -0.199 -4.531  0.11
H 9.477 -4.343 -0.545  0.08
H 11.067 -2.737 -3.429  0.07
H 9.154 -1.416 -2.240  0.07
H 11.464 -2.035 0.378  0.05
H 8.569 3.425 2.549  0.14
H 4.655 -1.367 -5.545  0.13
H 10.025 0.722 1.754  0.08
H 9.339 2.307 1.416  0.12
H 11.385 0.478 -1.651  0.05
H 4.115 3.358 -4.709  0.11
H 6.297 -2.313 -4.878  0.13
H 7.617 0.809 0.577  0.09
H 10.460 -2.873 -0.663  0.07
H 5.920 3.363 1.594  0.14
H 8.039 1.750 -6.266  0.12
H 4.104 0.144 2.616  0.11
H 14.199 -2.161 -3.233  0.12
H 7.504 -1.540 -3.802  0.07
H 6.939 0.625 -1.115  0.08
H 4.434 1.716 -4.215  0.05
H 5.606 -3.641 -2.012  0.11
H 4.628 1.151 -2.131  0.04
H 8.540 -5.453 -5.236  0.12
H 8.546 -5.380 -3.470  0.12
H 4.015 -0.040 -0.391  0.06
H 12.878 0.125 -0.020  0.09
H 14.501 -1.371 -1.802  0.14